1.
ORCA calculation (the ωB97M-V functional and the def2-TZVPD basis) on a molecular structure, C5H14N2PS.

Last column: natural (NBO) charge in e.
Cartesian coordinates (Å):
1 H 0.6452 0.9751 -2.9251  0.303
2 N 0.0241 0.4133 -0.2035  -0.967
3 C 2.3382 -0.9463 0.1620  -0.943
4 H 1.6219 3.5277 -0.3500  0.135
5 C -2.1251 -1.7710 0.8933  -0.625
6 C -0.5635 0.9501 0.8653  0.377
7 S 2.8535 2.9497 -0.2462  -0.260
8 H -2.7642 -2.4416 0.3535  0.238
9 H -2.0331 1.3909 2.1572  0.442
10 C 1.4418 0.2997 -2.4041  -1.033
11 H 2.4583 0.5773 -2.8306  0.278
12 H 3.1977 -1.2309 -0.4369  0.267
13 H -1.2132 -1.6851 0.3578  0.214
14 P 1.5407 0.5079 -0.6275  1.632
15 C -2.7187 -0.3971 0.7895  -0.197
16 H -2.8576 -0.1027 -0.3360  0.220
17 H 1.4047 -0.8508 -2.6434  0.285
18 H 2.6787 -0.7132 1.1548  0.274
19 H -2.1164 -1.9524 1.9292  0.223
20 N -1.7446 0.6579 1.4286  -0.546
21 H 1.6090 -1.6499 0.2866  0.260
22 H -0.0067 1.8112 1.2790  0.194
23 H -3.6706 -0.3195 1.3468  0.228

Forces on atoms 1 to 3 (eV/Å):
1.3 -1.5 1.2
-2.5 0.5 2.2
2.1 2.8 -0.6

Values from the calculation:
Strongest force on any atom = 3.61 eV/A
M = 165.22 g/mol
Charge = +1
ΔE to the lowest compared entry with this formula, charge and spin = 165.4 kJ/mol
Highest occupied orbital energy = -0.4828 Eh
HOMO-LUMO gap = 0.2899 hartree

2.
ORCA calculation (the ωB97M-V functional and the def2-TZVPD basis) on 3 unconnected molecules or ions with the total composition C5H14N2S.

Last column: natural (NBO) charge in e.
Cartesian coordinates (Å):
1 H -3.4350 -0.1084 0.2440  0.327
2 H 1.8091 0.2221 0.8118  0.187
3 C 2.0479 1.1999 -1.1039  -0.561
4 H 1.2512 -1.7076 1.3624  0.250
5 C 1.6834 0.0407 -0.2572  -0.097
6 S 0.9686 2.6421 -0.6661  -0.672
7 C -1.9482 1.0330 -0.6571  -0.418
8 N -0.4446 -1.7890 1.2084  -0.486
9 H 0.9849 -1.3783 -1.6539  0.189
10 H 1.9055 0.9718 -2.1650  0.183
11 H -1.8736 -0.5276 0.6755  0.387
12 H -0.1520 1.6937 1.5661  0.045
13 C 0.7484 -2.1272 0.4346  -0.305
14 C 1.1566 -1.1279 -0.6168  -0.308
15 H -0.6417 -2.5671 1.8469  0.296
16 H -0.8977 0.8006 -0.8058  0.230
17 N -2.5062 0.2335 0.4500  -0.884
18 H 0.9887 -3.1559 0.1529  0.182
19 H 3.0766 1.5112 -0.9341  0.196
20 H -0.1975 1.2125 2.1432  -0.073
21 H -2.5059 0.8270 -1.5834  0.142
22 H -2.0185 2.1009 -0.4526  0.187

Forces on atoms 1 to 3 (eV/Å):
0.2 -0.1 0.0
0.0 0.0 -0.1
-0.5 0.4 -0.3

Values from the calculation:
Strongest force on any atom = 2.37 eV/A
M = 134.25 g/mol
Charge = -1
ΔE to the lowest compared entry with this formula, charge and spin = 265.3 kJ/mol
⟨S²⟩ = 0.75
Highest occupied orbital energy (alpha / beta) = -0.0909 / -0.0909 Eh
Spin multiplicity = 2
HOMO-LUMO gap (alpha / beta) = 0.2180 / 0.1989 hartree